5 unconnected molecules or ions with the total composition C20H47F4NO10S, computed with ωB97M-V/def2-TZVPD.

XYZ file:
```
83
Properties=species:S:1:pos:R:3:forces:R:3:lowdin_charge:R:1
S -6.445024 4.358077 3.582058 0.70 -3.98 3.62 0.769
F -4.488263 4.336832 -0.449346 2.00 1.59 1.05 0.071
F -2.241979 4.449380 -0.555302 -2.10 0.80 1.27 0.055
F -7.992185 4.580220 2.972628 3.10 0.37 0.58 -0.191
F -3.321634 6.166995 0.386339 -0.50 -2.31 -0.42 0.085
O 5.868194 -4.007529 -2.017892 -0.18 0.21 0.25 -0.190
O 5.044627 -1.183902 -1.900384 0.27 -0.21 -0.14 -0.201
O -0.978086 1.696298 -0.417533 0.14 -0.10 -0.28 -0.207
O 2.226239 -4.587526 -5.167516 -0.10 -0.36 0.11 -0.205
O 1.312545 -7.007613 -6.575202 0.05 0.37 -0.06 -0.193
O -6.414491 4.824740 4.996550 -0.66 0.30 -3.87 -0.292
O -2.374287 2.368918 5.502672 0.08 -0.07 0.26 -0.210
O -0.086917 1.593951 7.186588 -0.08 0.07 -0.37 -0.192
O -0.041723 -0.645116 -1.936658 -0.05 0.10 0.35 -0.195
O -6.186902 2.892812 3.517920 -0.75 3.70 -1.02 -0.302
N -5.341346 5.142258 2.546654 -1.10 1.06 0.92 -0.280
C -5.584877 6.614410 2.441162 -0.70 1.24 -1.24 -0.099
C 0.984644 -0.799170 -0.966492 0.09 -0.06 -0.18 -0.104
C 3.025584 -5.748868 -5.385794 0.03 0.37 -0.39 -0.208
C 6.420951 -0.833331 -1.908003 -0.10 0.12 0.03 -0.112
C 0.323643 0.726789 6.139211 0.04 -0.06 0.14 -0.111
C 0.344205 -6.198658 -7.227305 -0.05 -0.14 0.02 -0.111
C 1.196130 -4.813112 -4.214448 0.05 0.15 0.01 -0.106
C 4.602669 -3.516563 -2.452879 0.39 0.00 -0.42 -0.192
C -1.790838 0.925207 -1.297382 -0.01 -0.16 0.48 -0.197
C 2.626803 -6.466369 -6.669811 -0.08 -0.34 0.41 -0.199
C -3.925478 4.787530 2.851742 0.92 -2.05 0.58 -0.187
C -1.333829 -0.527835 -1.348518 0.05 0.20 -0.50 -0.199
C 6.008000 -3.970950 -0.605306 0.10 -0.10 -0.09 -0.112
C -3.261473 3.995904 1.628267 -0.21 0.58 0.07 -0.027
C -3.349813 4.779003 0.252562 0.49 -1.22 -0.32 -0.440
C -1.833307 3.168410 6.550924 0.22 0.08 -0.45 -0.199
C -3.061755 1.225119 5.993656 -0.15 0.02 -0.08 -0.102
C -0.340350 2.918437 6.728894 -0.24 -0.14 0.46 -0.201
C 4.707996 -2.082414 -2.955976 -0.42 0.00 0.38 -0.191
C -0.011913 2.473205 -1.112539 -0.05 0.09 0.04 -0.112
H -3.281855 5.656097 3.183993 -1.14 -0.68 -0.59 0.137
H -1.981745 4.214606 6.263778 0.02 0.02 0.05 0.120
H 0.975017 -1.822886 -0.578847 0.04 0.00 0.12 0.087
H 1.944655 -0.619994 -1.453754 -0.08 -0.03 -0.03 0.083
H -1.806676 1.365413 -2.299736 0.07 -0.06 0.02 0.129
H -6.317049 7.014432 3.220161 1.09 -0.62 -0.93 0.100
H -2.494293 0.710319 6.772790 0.02 0.07 -0.02 0.085
H -2.153994 3.813286 1.829718 -1.55 0.15 -0.20 0.143
H 0.500562 1.895021 -1.885438 -0.05 -0.04 0.04 0.086
H -0.644761 -6.520629 -6.897558 0.10 -0.07 0.00 0.089
H 2.712561 -5.800205 -7.533876 -0.02 0.07 0.08 0.126
H 0.476537 -3.997320 -4.288299 0.12 0.04 -0.02 0.091
H 0.414334 -6.337399 -8.310529 -0.04 0.10 -0.04 0.087
H 0.728996 2.820564 -0.391697 -0.09 -0.03 0.05 0.091
H -1.350569 -0.979422 -0.351608 0.02 0.10 0.02 0.125
H 0.877769 -0.092739 -0.139281 -0.05 -0.03 -0.03 0.085
H -3.940090 4.060710 3.737209 0.32 0.89 -1.25 0.117
H -0.301885 0.833629 5.249157 0.01 0.04 0.04 0.083
H -2.810903 0.958292 -0.901067 -0.02 -0.02 -0.05 0.123
H 5.440450 -4.791482 -0.155391 -0.03 0.04 0.11 0.087
H 3.857268 -3.600062 -1.655403 0.03 0.10 0.02 0.124
H 7.064630 -1.705545 -2.046753 -0.05 0.00 -0.02 0.084
H 3.307628 -7.308315 -6.825914 0.04 0.03 0.00 0.124
H 4.280810 -4.154594 -3.280971 -0.06 0.05 -0.01 0.106
H 1.367803 0.927222 5.880118 0.01 -0.03 -0.11 0.087
H 0.204482 3.121046 5.801374 -0.08 -0.03 -0.04 0.124
H -2.025220 -1.089807 -1.983499 -0.04 0.01 0.03 0.123
H 6.612388 -0.106116 -2.704613 0.11 -0.04 0.00 0.088
H 5.672714 -3.019410 -0.184458 -0.02 -0.03 -0.05 0.083
H -0.496313 3.342797 -1.566617 0.13 -0.04 -0.08 0.073
H 6.661018 -0.374179 -0.948607 -0.10 0.02 -0.03 0.088
H 0.039118 3.598975 7.496823 -0.01 0.04 -0.02 0.124
H 0.672175 -5.755395 -4.392903 0.07 0.00 -0.01 0.085
H -3.824284 3.010508 1.507237 0.94 1.35 0.02 0.142
H 7.063984 -4.104144 -0.364974 -0.06 -0.04 -0.09 0.089
H -2.372691 2.998930 7.488389 0.08 -0.06 -0.02 0.128
H 1.622567 -4.816283 -3.205002 -0.09 -0.07 0.04 0.080
H 0.244172 -0.300411 6.498192 0.01 0.10 0.07 0.090
H 0.464058 -5.139553 -6.984932 0.04 -0.04 -0.01 0.084
H 5.428631 -2.006958 -3.776888 0.02 -0.08 0.08 0.128
H 4.062220 -5.409759 -5.481368 0.01 -0.05 -0.01 0.121
H -4.615433 7.215304 2.465959 -1.29 -1.09 0.28 0.100
H -4.039082 1.522955 6.387817 0.01 -0.09 0.04 0.092
H -3.213842 0.536181 5.162531 0.00 0.12 -0.03 0.091
H -6.015162 6.799857 1.397355 0.41 -0.12 1.52 0.102
H 2.972927 -6.426166 -4.526812 -0.07 -0.02 -0.07 0.128
H 3.730614 -1.772912 -3.339350 0.01 -0.05 -0.04 0.122
```
Forces are in eV/Å.

Its SMILES is CN(CCC(F)(F)F)S(=O)(=O)F.COCCOC.COCCOC.COCCOC.COCCOC. As for the multiplicity: 1. The HOMO energy comes out at -9.25 eV. The HOMO-LUMO gap comes out at 9.35 eV.



A molecular structure, C31H55FeO5SSi, computed with ωB97M-V/def2-TZVPD.

XYZ file:
```
94
Properties=species:S:1:pos:R:3:forces:R:3:lowdin_spin:R:1
Fe -0.313593 0.672257 0.354501 0.00 0.83 0.43 3.163
S 0.586911 -1.872787 3.615744 0.23 -0.73 -0.67 0.001
Si 0.503759 -0.621238 5.157780 0.22 -0.35 0.06 0.000
O 1.216341 0.840204 4.818814 -0.23 0.84 0.45 0.000
O -0.023486 -0.461968 -3.573762 0.43 0.89 -0.52 0.000
O 1.236028 -1.153865 6.568704 0.37 -0.27 0.44 0.000
O -1.071202 -0.273794 5.580806 -0.38 -0.14 0.42 0.000
O 0.370847 -1.288830 -7.129456 0.04 -0.36 -1.97 0.000
C 1.145134 -0.285298 -4.446621 -0.28 -0.11 0.88 0.000
C 0.851018 2.293251 0.267127 2.32 0.48 -0.42 0.084
C -0.705744 0.640534 -4.264679 0.47 0.04 -0.47 0.000
C 2.667478 2.371164 5.943857 0.21 0.01 0.02 0.000
C -0.027395 -0.470330 -8.270914 0.06 0.15 0.21 0.000
C 1.053974 1.442607 -0.883136 2.70 0.42 0.09 0.093
C 0.582791 3.159102 4.824831 -0.03 0.11 -0.14 0.000
C -2.759692 -1.740533 4.610896 -0.17 -0.21 -0.31 0.001
C 0.432775 1.845223 6.937631 -0.11 0.35 0.37 0.000
C -1.223170 -1.029227 0.757037 -1.89 -0.81 0.19 0.067
C 2.259264 -2.418917 8.300726 -0.10 0.05 0.20 0.000
C -2.012418 0.119004 -4.818316 -0.21 0.05 0.13 0.000
C 0.464854 0.807310 -5.265533 -0.39 -0.25 0.41 0.000
C 1.112466 1.505551 1.455718 1.85 0.53 -0.31 0.063
C -1.657909 0.041386 1.631855 -2.89 -0.65 -0.08 0.060
C 2.408619 -1.937992 6.862657 -0.65 0.04 -0.38 0.000
C 1.212873 2.031139 5.638318 -0.01 -0.45 -0.22 0.000
C -0.836990 1.947886 -3.528900 -0.28 0.26 0.78 0.000
C -2.205211 1.105305 0.802029 -2.25 -1.59 0.16 0.090
C 1.469165 0.167214 1.030929 2.19 0.46 -0.44 0.064
C -1.638517 -2.366420 6.739742 -0.07 -0.17 0.25 0.000
C -2.131835 -1.200269 5.887008 0.23 0.21 -0.18 0.000
C 1.250231 -2.345127 -7.576823 0.02 0.18 0.12 0.000
C -1.443485 -0.611241 -0.622500 -2.17 -0.90 0.18 0.067
C 1.469641 -2.220052 -9.098753 -0.29 0.42 0.02 0.000
C -2.083484 0.687587 -0.580642 -2.23 -0.64 0.39 0.090
C 3.663203 -1.086094 6.744162 0.20 0.06 0.04 0.000
C 2.525328 -3.164317 5.962788 0.30 -0.25 -0.27 0.000
C 1.411521 0.113773 -0.416614 2.64 1.34 -0.20 0.072
C 0.493296 -1.109018 -9.572928 -0.05 -0.24 0.53 0.000
C -3.186984 -0.396074 6.646168 0.08 0.08 0.22 0.000
H 0.145879 2.403683 -3.377592 -0.28 -0.03 -0.04 0.000
H -1.660346 0.015845 2.716460 0.33 0.07 -0.31 0.006
H -0.863154 -2.002851 1.098138 0.17 0.66 -0.13 0.006
H -2.761630 0.000687 7.576920 -0.07 -0.02 -0.16 0.000
H 3.796620 -0.706970 5.725850 -0.11 0.01 0.14 0.000
H 2.737257 3.339710 6.454787 -0.01 -0.10 -0.06 0.000
H 1.403195 -3.096041 8.391627 0.07 0.15 -0.02 0.000
H -2.040629 -2.314420 4.013745 -0.09 0.21 0.20 0.000
H 1.793019 -0.624776 1.698333 -0.45 0.12 -0.14 0.006
H 0.429941 4.039611 5.460768 0.02 -0.08 -0.10 0.000
H 2.116944 -1.570267 8.976723 -0.04 -0.05 -0.05 0.000
H 0.794251 -3.312035 -7.326020 0.06 0.23 0.06 0.000
H 0.835253 1.015238 7.530336 -0.14 0.12 -0.19 0.000
H -1.855951 -0.846875 -5.314219 -0.06 0.17 0.22 0.000
H -1.316045 1.865750 -2.551458 0.14 0.02 -0.30 0.000
H 2.497526 -1.931992 -9.324486 -0.05 -0.12 0.04 0.000
H 0.160483 0.524321 -6.259223 0.43 0.28 0.12 0.000
H 0.647751 3.360644 0.233400 -0.15 -0.33 0.01 0.010
H -0.340967 -1.532473 -10.136723 0.17 0.04 -0.04 0.000
H 1.000200 -0.354714 -10.188167 -0.20 -0.28 0.08 0.000
H 1.357798 -1.212368 -4.973049 0.19 0.03 0.04 0.000
H -3.149777 -0.925404 3.991728 0.04 -0.09 0.11 0.001
H 3.158940 -2.958662 8.610135 -0.04 0.00 0.00 0.000
H -4.045475 -1.029896 6.900829 0.11 0.09 -0.06 0.000
H 3.397969 -3.750082 6.289269 -0.14 0.05 -0.01 0.000
H 1.246626 -3.159713 -9.605639 0.16 0.04 0.04 0.000
H -3.597943 -2.396379 4.881436 0.06 0.08 -0.07 0.000
H 0.516280 2.765179 7.537280 0.02 -0.16 -0.13 0.000
H -2.410664 0.817984 -5.555206 -0.09 0.10 -0.02 0.000
H 2.204879 -2.251079 -7.028759 -0.38 -0.08 -0.15 0.000
H 3.112086 1.605625 6.589203 -0.10 0.17 -0.17 0.000
H -2.749391 0.026653 -4.000120 0.25 -0.14 -0.35 0.001
H 1.635239 -3.798316 6.043087 0.10 0.17 -0.05 0.000
H -1.226848 -1.179522 -1.529883 0.02 0.31 0.47 0.006
H -0.963329 -3.017369 6.167475 -0.04 0.28 0.15 0.000
H -0.384969 2.847581 4.414098 0.17 0.00 0.11 0.000
H 0.949290 1.785664 -5.196798 -0.14 -0.20 -0.31 0.000
H -2.546827 1.195759 -1.420183 0.30 -0.03 0.30 0.010
H -2.716210 1.999291 1.154830 0.40 -0.19 -0.11 0.011
H -1.134802 -1.995010 7.640148 0.04 -0.10 -0.21 0.000
H 2.653985 -2.901970 4.903342 -0.11 -0.02 0.43 0.000
H 1.991886 0.051367 -3.826698 -0.07 -0.17 -0.36 0.001
H -1.422519 2.635209 -4.146437 0.01 -0.03 -0.06 0.000
H 1.656311 -0.736015 -1.049649 -0.25 0.25 0.21 0.007
H 3.245980 2.422627 5.011318 -0.14 -0.03 0.19 0.000
H -1.133229 -0.365726 -8.259150 0.64 -0.08 0.06 0.000
H 3.615806 -0.249941 7.449199 0.00 -0.04 -0.14 0.000
H 1.151372 1.859386 2.480585 -0.30 -0.24 -0.26 0.006
H 4.540725 -1.690699 7.005969 -0.08 0.07 -0.07 0.000
H 0.418449 0.543129 -8.177760 -0.27 -0.52 0.18 0.000
H -0.628837 1.664201 6.732374 0.31 -0.01 0.08 0.000
H -2.497274 -2.974865 7.058608 0.10 0.12 -0.09 0.000
H 1.241000 3.448619 3.996291 -0.14 -0.06 0.09 0.000
H 1.087430 1.763200 -1.911709 -0.31 -0.14 0.24 0.010
H -3.537958 0.441159 6.030988 0.09 -0.13 0.10 0.000
```
Forces are in eV/Å.

The energy relative to the best compared isomer or geometry (same formula, charge and spin) comes out at 0.00 kcal/mol. The charge is -1. As for the multiplicity: 5. The HOMO energy (alpha / beta) comes out at -2.69 / -3.91 eV. The HOMO-LUMO gap (alpha / beta) comes out at 4.67 / 5.89 eV.



2 unconnected molecules or ions with the total composition C4H8O2, computed with ωB97M-V/def2-TZVPD.

XYZ file:
```
14
Properties=species:S:1:pos:R:3:forces:R:3:nbo_charge:R:1
O 1.627555 -0.452703 1.394682 0.18 -0.68 1.01 -0.703
O -1.562412 1.370141 -2.954527 0.04 0.53 0.02 -0.689
C -0.441039 1.372215 -2.164288 -0.09 -0.66 -0.36 0.123
C -0.014248 0.289766 -1.535523 0.25 0.58 -0.18 -0.502
C 0.646061 -0.802665 2.324675 -0.16 0.88 -1.44 0.107
C -0.336951 -1.612935 2.002648 -1.11 -0.10 0.47 -0.456
H -0.484084 -2.164808 1.088782 0.56 0.02 -0.21 0.211
H 0.846856 0.435222 -0.902156 0.15 -0.47 -0.05 0.223
H 0.164142 2.261907 -2.210165 -0.13 0.48 0.37 0.162
H -1.830615 2.293332 -3.060950 -0.03 -0.36 -0.18 0.476
H -0.461487 -0.674667 -1.706001 -0.21 -0.11 0.38 0.206
H 0.583475 -0.136722 3.174980 0.22 -0.25 0.38 0.168
H -1.195499 -1.642573 2.665731 0.20 -0.15 0.18 0.201
H 2.458244 -0.535513 1.882112 0.13 0.27 -0.38 0.473
```
Forces are in eV/Å.

The energy relative to the best compared isomer or geometry (same formula, charge and spin) comes out at 65.13 kcal/mol. Its SMILES is C=CO.C=CO. As for the multiplicity: 1. The HOMO energy comes out at -8.85 eV. The HOMO-LUMO gap comes out at 9.70 eV.



C7H8FI in the gas phase, computed with ωB97M-V/def2-TZVPD.

XYZ file:
```
17
Properties=species:S:1:pos:R:3:forces:R:3:nbo_charge:R:1
I -3.634758 -0.119474 0.217331 0.16 -0.02 0.19 0.159
F 0.592605 -1.498265 2.074896 -0.90 -2.64 1.86 -0.341
C -1.174140 -1.307247 -0.947148 -0.66 -1.55 0.27 -0.309
C -1.593537 -0.558568 0.082328 0.30 0.14 -0.71 -0.066
C -0.575379 0.211055 0.933740 -2.67 0.68 -1.87 -0.335
C 0.650291 -0.628572 1.073777 0.74 2.49 -0.93 0.168
C 1.103182 -1.263092 -0.200450 0.61 -1.01 0.72 -0.210
C 0.219476 -1.707988 -1.095121 0.57 1.75 0.66 -0.185
C -0.457978 1.555232 0.153330 0.30 1.25 0.85 -0.601
H -1.127251 0.607783 1.795426 0.86 -1.01 0.69 0.249
H -1.851640 -1.884397 -1.581288 -0.17 0.63 0.14 0.224
H -1.445752 2.024300 0.242886 0.28 0.22 0.46 0.219
H 1.397343 0.021505 1.447868 1.20 1.25 -0.23 0.164
H 0.328887 2.276355 0.484052 -0.62 -0.68 0.38 0.216
H 0.563149 -2.201729 -1.971393 -0.04 -0.55 -0.57 0.218
H -0.366291 1.576624 -0.898000 0.53 -1.04 -1.38 0.217
H 2.163993 -1.546243 -0.159704 -0.48 0.08 -0.53 0.214
```
Forces are in eV/Å.

The energy relative to the best compared isomer or geometry (same formula, charge and spin) comes out at 0.00 kcal/mol. Its SMILES is C[C@H]1C(I)=CC=C[C@@H]1F. As for the multiplicity: 1. The HOMO energy comes out at -8.62 eV. The HOMO-LUMO gap comes out at 8.94 eV.



C5H10N2O2 in the gas phase, computed with ωB97M-V/def2-TZVPD.

XYZ file:
```
19
Properties=species:S:1:pos:R:3:forces:R:3:nbo_charge:R:1
O -1.344878 0.293958 -1.170635 1.18 -1.22 -0.37 -0.719
O -1.673160 1.802505 1.842317 -0.26 0.19 0.33 -0.623
N 0.050933 0.434573 1.486838 0.96 -0.75 1.45 -0.292
N 0.346163 -0.945302 1.532627 -1.26 -0.39 -1.40 -0.448
C 0.507345 1.006939 0.218912 -1.23 2.16 0.95 -0.283
C 0.085891 -1.398765 0.132739 -0.03 1.14 -0.61 -0.271
C -0.014206 -0.032035 -0.723501 1.12 -0.13 -2.39 0.224
C -1.132685 0.732633 2.059315 -0.37 2.32 -1.76 0.513
C 0.784305 -0.099387 -2.067201 0.08 -2.59 0.06 -0.628
H 1.581664 1.136356 0.286577 0.25 -0.31 -0.32 0.215
H -1.796249 0.745154 -0.483916 -0.83 0.75 1.15 0.477
H 1.304173 -1.117214 1.736765 0.84 0.33 0.33 0.352
H 1.854485 -0.459574 -1.927377 -1.22 0.72 -0.03 0.205
H 0.063937 2.073265 0.068288 0.56 -2.04 0.24 0.261
H 0.273856 -0.951291 -2.605757 0.59 0.77 0.26 0.219
H 0.724832 0.737395 -2.770280 -0.03 0.21 0.72 0.231
H 0.921025 -2.049243 -0.190782 -0.64 0.26 -0.07 0.205
H -1.638967 -0.036359 2.570252 -0.15 -1.31 1.15 0.146
H -0.898465 -1.873607 0.004819 0.43 -0.13 0.29 0.215
```
Forces are in eV/Å.

The energy relative to the best compared isomer or geometry (same formula, charge and spin) comes out at 58.32 kcal/mol. Its SMILES is C[C@@]1(O)CNN(C=O)C1. As for the multiplicity: 1. The HOMO energy comes out at -9.78 eV. The HOMO-LUMO gap comes out at 10.49 eV.



C3H4ClF in the gas phase, computed with ωB97M-V/def2-TZVPD.

XYZ file:
```
9
Properties=species:S:1:pos:R:3:forces:R:3:nbo_charge:R:1
Cl 2.228090 -0.438054 -0.362407 0.77 -0.26 -0.62 -0.036
F 0.703060 1.653357 -0.336810 0.37 0.10 -0.15 -0.338
C 0.933590 0.499667 0.351182 -1.01 0.06 0.72 0.162
C -1.314042 -0.408291 -0.519887 0.74 2.65 -2.85 -0.370
C -0.319392 -0.375780 0.333158 0.50 -0.40 1.40 -0.242
H 1.352493 0.756666 1.368695 -1.04 -0.19 -0.97 0.194
H -1.075913 0.384986 -1.330467 -1.24 -1.36 0.91 0.202
H -0.280021 -1.057392 1.138473 -0.04 -0.84 0.97 0.197
H -2.227866 -1.015163 -0.641938 0.95 0.24 0.59 0.231
```
Forces are in eV/Å.

The energy relative to the best compared isomer or geometry (same formula, charge and spin) comes out at 12.63 kcal/mol. Its SMILES is C=C[C@H](F)Cl. As for the multiplicity: 1. The HOMO energy comes out at -10.39 eV. The HOMO-LUMO gap comes out at 11.37 eV.



Electronic energy per entry: -65165.797, -96377.197, -8370.457, -18205.116, -12420.943, -18414.526 eV